# 1
{"formula": "C7H12", "method": "wB97M-V/def2-TZVPD", "smiles": "C[C@H]1[C@H]2CCC[C@@H]12", "spin_multiplicity": 1, "homo_lumo_gap_ev": 10.74, "de_lowest_kj_mol": 196.1, "species": ["C", "C", "C", "C", "C", "C", "C", "H", "H", "H", "H", "H", "H", "H", "H", "H", "H", "H", "H"], "coordinates": [[1.40, 1.30, 1.03], [0.05, 1.41, 0.37], [-0.35, 0.67, -0.88], [0.42, -0.58, -1.33], [-0.35, -1.69, -0.59], [-0.65, -1.10, 0.79], [-1.02, 0.35, 0.44], [2.12, 1.98, 0.56], [1.33, 1.56, 2.09], [1.81, 0.29, 0.97], [-0.36, 2.43, 0.41], [-0.89, 1.22, -1.65], [0.34, -0.77, -2.40], [1.49, -0.48, -1.11], [-1.43, -1.75, -1.15], [-0.54, -2.70, -0.94], [0.16, -1.13, 1.54], [-1.48, -1.66, 1.22], [-2.04, 0.66, 0.63]]}

# 2
{"formula": "C5H13N2", "method": "wB97M-V/def2-TZVPD", "smiles": "C/C=[N+](/C)CNC", "spin_multiplicity": 1, "homo_lumo_gap_ev": 9.31, "charge": 1, "de_lowest_kj_mol": 266.8, "species": ["C", "C", "C", "C", "C", "N", "N", "H", "H", "H", "H", "H", "H", "H", "H", "H", "H", "H", "H", "H"], "coordinates": [[-0.34, -0.75, 0.34], [1.91, 0.19, -0.06], [2.71, -1.02, 0.03], [0.09, 1.63, -0.25], [-2.82, -0.21, 0.31], [0.64, 0.34, 0.03], [-1.54, -0.75, -0.29], [0.21, -1.62, 0.31], [-0.48, -0.71, 1.41], [2.35, 1.19, -0.41], [3.27, -1.06, 0.94], [3.52, -1.04, -0.71], [2.10, -1.85, -0.11], [-0.99, 1.52, -0.30], [0.27, 2.36, 0.51], [0.44, 2.08, -1.14], [-3.56, -0.90, 0.22], [-2.74, -0.10, 1.37], [-3.08, 0.77, -0.30], [-1.66, -1.32, -1.12]]}